Record 1
{"formula": "C58H57BrF6N9O4PS", "method": "ωB97M-V/def2-TZVPD", "largest_force_ha_per_bohr": 0.020, "e_homo_ev": -9.3, "e_tot_ha": -6950.78804, "elements": ["C", "C", "C", "Br", "C", "C", "C", "C", "C", "O", "C", "C", "C", "C", "C", "C", "C", "C", "C", "F", "F", "C", "F", "F", "F", "C", "N", "C", "P", "O", "C", "N", "C", "C", "S", "O", "O", "F", "H", "H", "H", "H", "H", "H", "H", "H", "H", "H", "H", "H", "H", "H", "H", "H", "H", "H", "H", "H", "H", "H", "C", "C", "C", "N", "C", "C", "H", "H", "H", "H", "H", "C", "C", "C", "N", "C", "C", "H", "H", "H", "H", "H", "C", "C", "C", "N", "C", "C", "H", "H", "H", "H", "H", "C", "C", "C", "N", "C", "C", "H", "H", "H", "H", "H", "C", "C", "C", "N", "C", "C", "H", "H", "H", "H", "H", "C", "C", "C", "N", "C", "C", "H", "H", "H", "H", "H", "C", "C", "C", "N", "C", "C", "H", "H", "H", "H", "H"], "coordinates": [[4.19336, -3.29996, -0.14578], [4.02894, -2.25208, -1.23161], [2.57376, -1.98730, -1.62839], [2.25033, -2.07380, -3.55702], [1.93388, -0.72518, -1.12173], [2.48403, 0.53728, -1.52632], [3.73698, 0.48891, -2.36352], [5.05011, 1.02183, -1.77854], [5.25131, 0.78820, -0.28602], [6.11277, 0.59019, -2.60883], [6.45636, -0.78303, -2.62998], [7.47424, -1.16752, -1.60050], [8.70152, -0.52738, -1.58394], [9.64892, -0.84013, -0.62753], [9.38072, -1.80841, 0.32604], [8.16511, -2.46660, 0.30255], [7.21948, -2.14370, -0.65269], [1.78643, 1.69518, -1.18188], [2.05242, 3.13384, -1.63653], [2.92755, 3.22886, -2.65471], [0.89675, 3.63803, -2.11297], [2.54951, 4.11129, -0.49836], [2.42578, 3.55355, 0.70697], [3.84695, 4.40126, -0.63055], [1.87408, 5.24633, -0.52055], [0.64784, 1.62758, -0.33931], [0.06657, 2.77217, 0.09214], [-0.94325, 2.68777, 0.89887], [-1.69199, 4.21842, 1.49831], [-2.76558, 3.96846, 2.48230], [-1.45947, 1.45036, 1.33438], [-0.91421, 0.34618, 0.93407], [0.15164, 0.39447, 0.10461], [0.81436, -0.77863, -0.33494], [0.16747, -2.34453, 0.22698], [-1.07855, -2.28298, 0.88686], [1.25725, -3.05941, 0.80159], [-0.12191, -3.00584, -1.14799], [5.22261, -3.63755, -0.14483], [3.96448, -2.91277, 0.83684], [3.57226, -4.16321, -0.34455], [4.53856, -2.61885, -2.11446], [4.53354, -1.34348, -0.93630], [2.01514, -2.83927, -1.30865], [3.93507, -0.53067, -2.64458], [3.54155, 1.00250, -3.28867], [5.06076, 2.08265, -1.93882], [4.69066, -0.04409, 0.12484], [6.29811, 0.63673, -0.06889], [4.94735, 1.66435, 0.27495], [5.58402, -1.42880, -2.55511], [6.87925, -0.95987, -3.61237], [8.90040, 0.22628, -2.32503], [10.59066, -0.31988, -0.61753], [10.11511, -2.04251, 1.07473], [7.94255, -3.21992, 1.03738], [6.26720, -2.65088, -0.65342], [-0.63512, 4.95800, 2.03775], [-2.14447, 4.90913, 0.36434], [-2.29644, 1.40926, 2.00958], [-2.17625, -3.89362, -6.32594], [-2.43795, -3.30847, -5.09834], [-1.65536, -2.23495, -4.70078], [-0.65792, -1.73795, -5.42736], [-0.41326, -2.31390, -6.60100], [-1.14186, -3.38574, -7.09626], [-2.76966, -4.73107, -6.66922], [-3.23495, -3.67947, -4.46862], [-1.83151, -1.75088, -3.74555], [0.40916, -1.89624, -7.17245], [-0.89833, -3.81186, -8.05991], [0.40792, 0.08725, 6.12382], [1.49183, 0.85745, 5.73012], [1.92740, 0.77322, 4.41675], [1.36329, -0.01318, 3.50312], [0.32575, -0.75463, 3.89282], [-0.18767, -0.73688, 5.18068], [0.03760, 0.13613, 7.14085], [1.99089, 1.51607, 6.42804], [2.77064, 1.36596, 4.07664], [-0.11817, -1.37735, 3.12609], [-1.03798, -1.35538, 5.43311], [-1.80446, 0.90957, 11.87336], [-0.72056, 1.67974, 11.48433], [-0.28576, 1.59132, 10.17095], [-0.85159, 0.80370, 9.26029], [-1.89118, 0.06945, 9.64720], [-2.40480, 0.08623, 10.93490], [-2.17482, 0.95072, 12.88920], [-0.22003, 2.33713, 12.18139], [0.55749, 2.18170, 9.82962], [-2.33465, -0.56355, 8.88614], [-3.25384, -0.53165, 11.19140], [-7.75713, -5.36473, -2.91067], [-7.78534, -4.52954, -4.01583], [-6.64258, -4.43320, -4.79622], [-5.51744, -5.09613, -4.53990], [-5.50504, -5.89205, -3.47354], [-6.59305, -6.06220, -2.63150], [-8.62884, -5.47164, -2.27760], [-8.67344, -3.96683, -4.27387], [-6.62623, -3.79135, -5.67015], [-4.57582, -6.41875, -3.28501], [-6.52517, -6.72494, -1.77997], [-11.53882, -0.08644, -2.97012], [-10.85739, -1.05610, -2.25281], [-10.61349, -2.27535, -2.86548], [-10.99413, -2.56982, -4.10483], [-11.64688, -1.62961, -4.78258], [-11.94296, -0.37820, -4.26292], [-11.75004, 0.87945, -2.53046], [-10.52029, -0.87500, -1.24170], [-10.08234, -3.06050, -2.33750], [-11.94733, -1.89322, -5.79036], [-12.47588, 0.34785, -4.86076], [6.77493, 6.58364, -0.52257], [7.84584, 7.34817, -0.08628], [8.93101, 6.70091, 0.48631], [9.00059, 5.38260, 0.64780], [7.96397, 4.66290, 0.22675], [6.83651, 5.20902, -0.36651], [5.90901, 7.05018, -0.97465], [7.84417, 8.42475, -0.18593], [9.78721, 7.26708, 0.83652], [8.03609, 3.59384, 0.37584], [6.03214, 4.56705, -0.69121], [-7.52952, 2.44919, 0.41092], [-6.31423, 3.01183, 0.76389], [-5.30943, 2.17703, 1.23214], [-5.45072, 0.85932, 1.35983], [-6.62244, 0.33134, 1.01893], [-7.68899, 1.07843, 0.54093], [-8.33867, 3.06710, 0.04304], [-6.14267, 4.07649, 0.68435], [-4.34529, 2.58001, 1.52315], [-6.71003, -0.74353, 1.13476], [-8.61992, 0.59422, 0.27884]], "atomic_forces_ev_per_a": [[-0.2, -0.1, 0.0], [-0.3, -0.4, 0.0], [0.0, -0.3, 0.2], [-0.2, -0.2, -0.3], [0.1, 0.0, 0.1], [-0.4, 0.8, 0.2], [-0.1, 0.2, 0.0], [-0.2, 0.1, 0.1], [0.0, 0.1, 0.2], [0.2, 0.2, -0.2], [-0.1, -0.2, -0.3], [0.0, 0.0, 0.2], [0.1, 0.1, 0.0], [0.0, 0.1, 0.0], [-0.1, 0.0, -0.1], [0.1, 0.0, 0.1], [-0.1, 0.0, -0.2], [0.6, -0.2, -0.2], [0.1, -0.1, 0.0], [0.4, -0.2, -0.1], [-0.1, 0.1, -0.4], [0.1, -0.4, 0.3], [0.1, 0.0, 0.2], [0.1, 0.0, -0.4], [-0.1, 0.3, 0.0], [-0.2, -0.3, 0.3], [0.1, 0.1, -0.2], [0.0, 0.1, 0.0], [-0.5, 0.0, 0.6], [-0.3, -0.1, 0.1], [0.2, 0.0, -0.2], [0.0, -0.5, 0.1], [-0.1, 0.4, 0.1], [-0.6, -0.2, 0.2], [0.4, 0.0, 0.9], [0.0, 0.0, -0.1], [-0.1, -0.1, 0.0], [-0.2, -0.3, -0.7], [-0.2, -0.4, 0.3], [-0.2, 0.0, 0.3], [-0.2, -0.2, 0.1], [-0.1, -0.2, -0.1], [-0.1, -0.3, 0.0], [-0.1, -0.2, 0.1], [-0.1, 0.2, -0.1], [0.0, 0.3, -0.4], [0.1, 0.6, 0.0], [0.0, 0.0, 0.2], [0.3, -0.1, 0.0], [-0.2, 0.2, 0.1], [0.5, 0.4, -0.2], [0.1, 0.1, -0.3], [0.1, 0.2, -0.2], [0.2, 0.1, 0.0], [0.2, -0.1, 0.2], [0.0, -0.2, 0.2], [0.6, 0.3, -0.1], [0.3, 0.2, -0.4], [0.4, 0.1, -0.2], [-0.2, -0.1, 0.2], [0.0, 0.0, 0.0], [0.0, 0.0, 0.0], [0.0, 0.0, 0.1], [0.0, 0.1, 0.0], [0.0, 0.0, 0.0], [0.0, 0.0, 0.0], [0.0, 0.0, 0.0], [0.0, 0.0, 0.0], [0.0, 0.0, 0.0], [0.0, 0.0, 0.0], [0.0, 0.0, 0.0], [0.0, -0.1, 0.0], [0.0, 0.0, 0.0], [0.0, 0.0, 0.0], [0.0, 0.0, -0.1], [0.0, 0.0, -0.1], [0.1, 0.0, 0.0], [0.0, 0.0, 0.0], [0.0, 0.0, 0.0], [0.0, 0.0, 0.0], [-0.1, -0.1, 0.0], [0.0, 0.0, 0.0], [0.0, 0.0, 0.0], [0.0, 0.0, 0.0], [0.0, 0.0, 0.0], [0.0, 0.0, 0.0], [0.0, 0.0, 0.0], [0.0, 0.0, 0.0], [0.0, 0.0, 0.0], [0.0, 0.0, 0.0], [0.0, 0.0, 0.0], [0.0, 0.0, 0.0], [0.0, 0.0, 0.0], [0.0, 0.0, 0.0], [-0.1, 0.0, 0.0], [0.0, 0.0, 0.0], [0.1, 0.0, 0.0], [0.0, 0.0, 0.0], [0.0, 0.0, 0.0], [0.0, 0.0, 0.0], [0.0, 0.0, 0.0], [0.0, 0.0, 0.0], [0.0, 0.0, 0.0], [0.0, 0.0, 0.0], [0.0, 0.0, 0.0], [0.0, 0.0, 0.0], [0.0, -0.1, 0.1], [0.0, 0.0, 0.0], [0.0, 0.0, 0.0], [0.0, 0.0, 0.0], [0.0, 0.0, 0.0], [0.0, 0.0, 0.0], [0.0, 0.0, 0.0], [0.0, 0.0, 0.0], [0.0, 0.0, 0.0], [0.0, 0.0, 0.0], [0.0, 0.0, 0.0], [0.0, 0.0, 0.0], [0.0, 0.0, 0.0], [0.0, 0.0, 0.0], [0.0, 0.0, 0.0], [0.0, 0.0, 0.0], [0.0, 0.0, 0.0], [0.0, 0.0, 0.0], [0.0, -0.1, 0.0], [0.1, 0.0, 0.0], [0.0, 0.0, 0.0], [0.0, 0.0, 0.0], [0.1, 0.0, 0.0], [0.0, 0.0, 0.0], [0.0, 0.0, 0.0], [0.0, 0.0, 0.0], [0.0, 0.0, 0.0], [0.0, 0.0, 0.0], [-0.1, 0.1, 0.1], [0.0, 0.0, 0.0], [0.0, 0.0, 0.0]]}


Record 2
{"formula": "H26O13", "method": "ωB97M-V/def2-TZVPD", "relative_energy_kcal_mol": 110.8, "largest_force_ha_per_bohr": 0.059, "e_homo_ev": -10.1, "e_tot_ha": -993.59660, "elements": ["H", "H", "H", "H", "H", "H", "H", "H", "H", "H", "H", "H", "H", "H", "H", "H", "H", "H", "H", "H", "H", "H", "H", "H", "H", "H", "O", "O", "O", "O", "O", "O", "O", "O", "O", "O", "O", "O", "O"], "coordinates": [[-0.15196, 0.54577, -0.69251], [-0.47870, -0.43122, 0.42498], [-0.67242, 2.90032, -1.55224], [-0.00363, 2.01386, -2.59000], [0.46308, 3.24258, 1.18179], [1.60987, 2.63796, 1.97511], [1.53700, 3.82411, -1.25809], [2.70230, 4.48081, -0.53639], [0.16579, 1.25678, 4.14297], [-0.22346, 0.05793, 3.29368], [-0.16598, -4.42835, 0.81044], [0.59776, -4.55833, -0.49717], [-3.61729, -1.58375, -1.00391], [-3.73838, -0.67392, -2.21534], [4.61145, -2.99395, -0.66095], [3.11524, -3.18323, -0.84956], [-4.78386, 0.92607, -0.69464], [-3.90686, 2.11842, -0.34937], [-1.73685, -0.08711, -2.73331], [-0.92256, -1.33851, -2.44876], [0.91165, -1.59932, 0.99705], [2.23583, -1.74813, 0.26598], [3.66710, 0.09180, -0.05495], [5.05591, 0.43089, -0.57097], [-2.58911, -1.92450, 1.84377], [-2.81618, -0.85452, 2.89905], [0.25961, -0.07880, -0.08463], [-0.55075, 2.80263, -2.50336], [0.75130, 3.06229, 2.08368], [1.78097, 4.22457, -0.41601], [0.00571, 0.99197, 3.23015], [0.57592, -4.05273, 0.32313], [-4.22118, -0.96846, -1.43486], [3.87005, -2.69755, -1.20081], [-4.28276, 1.31625, 0.03038], [-1.59112, -0.76245, -2.06125], [1.54106, -2.26257, 0.69218], [4.27418, 0.83096, -0.17369], [-3.27872, -1.52855, 2.38843]], "atomic_forces_ev_per_a": [[-0.1, -0.3, 0.2], [-0.2, 0.3, -0.3], [-0.1, 0.1, 0.0], [0.1, 0.1, -0.1], [0.3, 0.2, 0.2], [-0.2, 0.0, -0.1], [0.0, 0.1, -0.1], [-0.1, 0.0, 0.1], [0.0, 0.1, -0.1], [0.1, 0.0, 0.2], [-0.1, -0.3, 0.0], [-0.2, -0.2, 0.0], [-0.1, 0.3, 0.0], [0.0, -0.3, 0.3], [0.0, 0.0, -0.1], [-0.1, -0.1, 0.0], [0.1, -0.4, 0.2], [-0.1, 0.0, 0.2], [0.0, 0.1, 0.0], [0.1, 0.0, 0.1], [0.5, -0.1, -0.2], [-0.1, 0.4, 0.2], [0.0, 0.1, 0.0], [-0.1, 0.0, 0.0], [-0.1, 0.0, 0.0], [-0.2, 0.1, 0.0], [0.1, 0.5, 0.0], [0.1, -0.2, 0.2], [0.1, 0.5, -0.2], [0.0, -0.1, -0.3], [-0.3, -0.9, 0.2], [-1.6, -2.5, -0.5], [-0.5, -0.3, -0.4], [0.0, 0.1, 0.1], [0.1, 0.6, 0.0], [0.2, 0.1, -0.5], [1.8, 2.2, 0.7], [0.0, -0.1, 0.0], [0.3, -0.1, 0.0]]}


Record 3
{"formula": "C9H13NP", "method": "ωB97M-V/def2-TZVPD", "relative_energy_kcal_mol": 67.7, "largest_force_ha_per_bohr": 0.090, "charge": 1, "e_homo_ev": -12.9, "e_tot_ha": -746.37633, "elements": ["H", "P", "C", "C", "C", "C", "C", "C", "C", "C", "N", "C", "H", "H", "H", "H", "H", "H", "H", "H", "H", "H", "H", "H"], "coordinates": [[0.03325, -2.23860, 0.63193], [-1.09619, -2.39179, -0.02517], [-1.35078, -0.68842, -0.11279], [-2.52784, 0.25244, -0.35397], [-1.67753, 1.37809, 0.23159], [-0.50109, 0.48819, 0.44062], [0.02493, 0.22230, 1.87316], [1.25343, -0.50026, 1.50773], [2.14994, -0.86197, 0.78434], [2.52236, -0.88955, -0.59987], [1.26386, -0.42833, -1.22068], [0.61126, 0.77393, -0.65653], [-2.92243, 0.31798, -1.43067], [-3.28001, -0.21201, 0.27304], [-1.38269, 2.27785, -0.18793], [-2.32229, 1.77943, 1.11496], [-0.68947, -0.18650, 2.51452], [0.18876, 1.22098, 2.25841], [3.38375, -0.21612, -0.92003], [3.01223, -1.82989, -0.92623], [1.35594, -0.12265, -2.26605], [0.48020, -1.15306, -1.17147], [0.08590, 1.41963, -1.40362], [1.38451, 1.58831, -0.35526]], "atomic_forces_ev_per_a": [[2.3, 0.0, 1.2], [-3.1, 1.0, -1.6], [0.7, -1.2, 0.4], [0.3, -1.2, -2.9], [-3.2, 0.8, 3.3], [0.5, -2.3, -0.2], [1.5, 1.5, -1.9], [0.5, 0.1, 0.8], [-0.2, 0.4, 1.5], [2.7, 0.4, -0.3], [-1.1, 0.9, -4.4], [0.0, 3.6, 1.6], [0.5, 0.0, 1.6], [-0.7, 0.8, 0.2], [-0.1, 1.6, -1.9], [1.8, -0.8, -0.7], [-1.0, -1.3, 0.7], [0.8, 0.2, 0.5], [-1.3, -0.1, 0.8], [-1.5, -0.1, -0.3], [0.2, -1.4, 2.0], [0.8, 0.2, -0.1], [0.3, -1.5, -0.3], [-0.9, -1.8, 0.1]]}


So what do the calculations give for frontier orbital gap? Going down the list: 7.9; 9.8; 9.1 eV.